Formula: C4H15N4
Source: the OMol25 dataset
Level of theory: ωB97M-V/def2-TZVPD

Summary:
E_HOMO ... -12.07 eV
F_max ... 1.3 eV/A
Energy relative to the best compared isomer or geometry (same formula, charge and spin) ... 45.4 kcal per mole
Total charge ... +1
Frontier orbital gap ... 0.3391 Eh
M ... 119.19 g mol⁻¹

Cartesian coordinates (Å):
H 0.962 0.721 2.828
H 1.179 0.666 -0.094
H 1.747 1.943 2.021
H -1.894 -1.804 -2.002
H 1.194 -1.568 1.950
H 0.945 -2.844 0.112
N -1.429 2.321 -0.315
H -1.019 2.117 0.608
H -1.002 3.168 -0.633
N 1.026 1.233 1.952
H -0.666 -0.841 -2.569
C -1.401 1.288 -1.240
H -0.301 -0.855 1.348
C 0.748 -1.054 1.089
H 1.574 -1.604 -0.709
C 1.460 0.285 0.914
H -0.348 -1.607 -0.919
C -1.739 0.000 -1.017
N -1.172 -1.136 -1.735
H 2.566 0.149 0.844
H -0.970 1.601 -2.187
N 0.764 -1.882 -0.153
H -2.223 -0.300 -0.091